The following is a DFT calculation (the ωB97M-V functional and the def2-TZVPD basis) of a 11-piece molecular cluster, C35H59F13N8O3P2 overall at a distorted geometry.

Computed properties:
Electronic energy (eV): -109232.3115
Orbital gap (eV): 9.67
Charge: -2
Maximum force (Eh/bohr): 0.12551

Geometry (Å):
P -2.667 0.721 4.314
F -3.005 1.440 2.894
F -3.982 1.394 5.014
F -3.514 -0.617 3.894
F -2.182 -0.001 5.728
F -1.283 0.120 3.715
F -1.891 2.038 4.868
P 1.221 0.257 -0.229
F 2.803 0.513 0.107
F 0.646 1.241 0.982
F 1.387 1.526 -1.256
F -0.355 -0.006 -0.744
F 1.784 -0.798 -1.365
F 1.294 -1.020 0.838
C 0.840 -5.256 4.578
C -0.622 -4.966 4.189
C -1.204 -5.751 3.008
C -1.214 -7.186 3.245
N -1.143 -8.351 3.469
H 0.985 -4.853 5.580
H 1.522 -4.759 3.888
H 0.977 -6.336 4.535
H -0.782 -3.926 3.903
H -1.271 -5.130 5.049
H -0.600 -5.522 2.130
H -2.188 -5.308 2.858
C 0.044 5.170 -0.686
C 0.219 5.900 0.703
C 0.340 5.088 2.022
C -0.950 4.621 2.515
N -1.935 4.291 2.969
H -0.681 4.363 -0.576
H 0.907 4.605 -1.037
H -0.198 5.787 -1.552
H -0.643 6.531 0.918
H 1.092 6.553 0.698
H 0.619 5.752 2.839
H 1.090 4.300 1.955
C -4.464 1.165 -1.502
C -4.000 2.630 -1.882
C -3.503 3.554 -0.724
C -4.299 3.450 0.605
N -4.829 3.407 1.655
H -4.618 1.283 -0.429
H -3.718 0.415 -1.767
H -5.439 0.910 -1.918
H -4.896 3.072 -2.319
H -3.264 2.690 -2.684
H -3.731 4.570 -1.048
H -2.475 3.262 -0.511
C -0.968 -3.662 0.086
C -1.371 -2.565 1.037
C -2.844 -2.252 1.155
C -3.751 -3.308 1.648
N -4.463 -4.188 2.005
H -1.403 -3.453 -0.892
H -1.271 -4.667 0.379
H 0.117 -3.645 0.192
H -0.821 -1.645 0.838
H -1.082 -2.811 2.059
H -3.128 -1.887 0.168
H -3.021 -1.588 2.001
C 3.408 2.467 3.167
C 3.313 1.039 3.708
C 1.815 0.637 4.102
C 1.330 1.602 5.167
N 0.993 2.418 5.951
H 4.449 2.779 3.243
H 2.967 3.178 3.865
H 3.010 2.510 2.153
H 3.976 0.944 4.568
H 3.693 0.337 2.965
H 1.764 -0.399 4.438
H 1.050 0.820 3.347
C -4.541 -2.284 -3.900
C -4.993 -1.963 -5.342
C -4.568 -2.893 -6.518
C -5.096 -4.275 -6.245
N -5.354 -5.340 -6.060
H -3.503 -1.965 -3.804
H -4.666 -3.352 -3.724
H -5.111 -1.651 -3.220
H -4.659 -1.012 -5.757
H -6.064 -1.761 -5.358
H -3.480 -2.895 -6.586
H -4.889 -2.594 -7.516
C 4.527 -2.905 -0.961
C 3.878 -3.262 0.408
C 4.289 -2.402 1.571
C 5.745 -2.239 1.683
N 6.891 -2.031 1.682
H 4.331 -1.905 -1.347
H 4.180 -3.576 -1.748
H 5.607 -3.032 -0.884
H 4.208 -4.285 0.586
H 2.809 -3.280 0.196
H 3.863 -2.749 2.512
H 3.899 -1.386 1.512
C 4.792 4.983 -0.430
C 4.827 3.903 -1.595
C 4.227 4.333 -2.897
C 5.044 5.309 -3.700
N 5.690 5.988 -4.347
H 5.592 5.721 -0.492
H 5.102 4.506 0.500
H 3.829 5.489 -0.502
H 4.327 3.044 -1.147
H 5.884 3.714 -1.780
H 3.238 4.768 -2.752
H 4.020 3.446 -3.495
C 0.056 -0.587 -4.001
C 1.181 -0.673 -4.945
O 0.530 -0.226 -6.140
C -0.865 -0.390 -6.100
O -1.764 -0.318 -6.962
O -1.110 -0.687 -4.851
F 1.658 -1.872 -5.097
H 0.223 0.372 -3.509
H 0.190 -1.193 -3.105
H 2.042 -0.089 -4.620

Atomic forces in eV per Å
P 0.5 1.5 1.8
F 0.2 -0.7 0.6
F -0.2 -1.1 -0.4
F 0.4 0.5 0.1
F -1.1 -0.3 -0.2
F -0.1 -0.1 -0.9
F 0.5 0.0 -0.9
P 0.5 -0.1 0.8
F -0.2 0.4 0.9
F 0.9 -1.1 -1.5
F -0.9 -0.5 0.1
F 1.9 0.0 0.6
F -1.0 0.3 -0.4
F -0.9 1.0 -0.7
C -1.1 0.3 -0.4
C 0.0 0.2 0.3
C 0.4 0.7 0.3
C 0.2 -4.4 0.7
N -0.3 4.3 -0.8
H 0.3 -0.2 0.0
H 0.1 -0.1 0.0
H 0.4 0.0 0.3
H 0.3 0.2 0.3
H 0.0 -0.1 0.1
H -0.1 -0.3 -0.1
H -0.3 -0.6 -0.3
C 0.3 -0.7 1.1
C 0.0 0.0 -0.3
C -0.1 0.0 -0.5
C 1.6 -0.2 -0.9
N -1.8 -0.3 0.6
H -0.4 0.3 -0.1
H 0.6 0.1 0.5
H -0.4 0.4 0.4
H -0.1 0.3 -0.5
H 0.0 0.1 -0.3
H 0.6 0.3 -0.2
H -0.2 -0.2 0.1
C 0.7 1.6 0.3
C -1.3 -0.5 0.0
C -1.9 -1.2 1.1
C -0.3 -0.3 1.2
N 1.2 0.2 -3.2
H 0.1 -0.9 0.2
H -0.1 0.0 0.3
H 0.2 0.1 -0.3
H 0.0 0.4 0.1
H 0.2 -0.3 0.1
H 1.0 0.2 0.0
H 0.0 0.7 0.2
C 0.1 0.1 0.5
C -0.2 -0.3 1.7
C -0.7 -0.1 0.4
C -1.9 -3.7 0.0
N 2.4 3.1 -1.0
H 0.6 -0.1 -0.3
H -0.4 0.1 0.1
H 0.2 -0.2 -1.0
H -0.4 -0.1 -0.2
H 0.5 -0.2 0.1
H -0.8 0.3 0.3
H 0.3 1.2 -0.5
C 0.5 -0.3 0.7
C -1.4 0.0 0.0
C 0.6 1.7 0.9
C -0.4 1.5 2.0
N 1.3 -2.5 -2.4
H 0.3 -0.1 -0.7
H -0.7 -0.1 -0.2
H 0.0 0.3 0.1
H -0.2 -0.1 0.3
H -0.2 0.0 -0.1
H -0.2 0.2 0.1
H 0.4 -0.4 -0.6
C 0.3 0.6 -1.5
C -0.4 1.0 -1.3
C -0.7 -1.1 1.4
C 2.5 5.7 -1.6
N -1.6 -5.1 1.0
H 0.1 -0.4 0.2
H 0.0 0.1 0.4
H -0.1 -0.4 0.1
H 0.6 0.4 0.8
H -0.3 -0.7 0.0
H 0.1 -0.4 0.2
H -0.4 0.3 0.3
C 0.3 0.0 0.3
C 0.3 -0.5 -2.0
C -0.2 0.8 0.5
C 1.7 0.3 -0.1
N -1.9 -0.5 0.1
H -0.2 0.2 0.4
H -0.1 -0.2 0.2
H 0.1 0.1 -0.1
H -0.2 -0.2 0.3
H -0.1 0.2 0.7
H 0.2 -0.3 0.1
H -0.1 0.1 -0.4
C 0.8 -0.5 -1.4
C 1.1 1.3 2.0
C -0.6 0.6 -0.8
C -1.2 -1.8 1.3
N 0.7 0.9 -0.6
H -0.1 0.3 -0.7
H -1.0 -0.2 0.2
H 0.0 -0.1 0.8
H 0.0 -0.2 -0.6
H 0.0 -0.6 0.1
H -0.1 0.2 0.1
H 0.3 0.1 -0.3
C 0.5 0.9 1.0
C -1.1 1.9 0.1
O -0.1 0.4 -2.2
C -0.8 -0.1 -1.1
O 4.0 0.0 2.3
O -1.1 -0.5 2.6
F 0.8 -3.1 -0.9
H -1.1 0.7 -0.4
H -0.9 -1.0 -0.5
H -0.3 0.8 -0.6

Here are the Löwdin charges for atoms 1 to 2, given in e: 0.201 -0.191

---

The following is a DFT calculation (the ωB97M-V functional and the def2-TZVPD basis) of a 6-piece molecular cluster, C34H56F3NO11S overall at a distorted geometry.

Computed properties:
Electronic energy (eV): -79162.0349
Orbital gap (eV): 8.78
Maximum force (Eh/bohr): 0.06652

Geometry (Å):
O 0.659 -0.126 4.362
C -0.385 -0.381 3.850
O -1.528 0.443 3.849
C -2.554 -0.548 3.818
S -4.295 -0.069 3.883
O -5.072 -1.230 3.551
O -4.596 0.303 5.235
C -4.738 1.324 2.716
F -5.495 0.801 1.747
F -5.536 2.145 3.390
F -3.701 1.954 2.196
C -2.028 -1.393 2.647
C -1.726 -0.693 1.297
C -2.779 -0.960 0.186
C -2.250 -0.665 -1.240
N -1.633 0.671 -1.393
C -0.145 0.617 -1.388
C 0.344 1.849 -0.608
C 0.145 3.069 -1.218
C 0.524 4.242 -0.569
C 1.090 4.172 0.687
C 1.334 2.939 1.334
C 0.968 1.765 0.685
O 1.212 0.582 1.310
O -0.690 -1.577 3.198
H -2.386 -1.083 4.774
H -2.643 -2.290 2.495
H -1.519 0.382 1.398
H -0.785 -1.150 0.948
H -3.021 -2.037 0.228
H -3.672 -0.353 0.408
H -3.143 -0.672 -1.892
H -1.612 -1.475 -1.631
H -1.864 1.216 -0.567
H 0.259 0.707 -2.411
H 0.225 -0.332 -0.958
H -0.310 3.091 -2.211
H 0.326 5.187 -1.074
H 1.351 5.107 1.187
H 1.777 2.863 2.330
H 1.063 -0.150 0.698
C 4.785 -1.049 -0.182
C 4.627 -1.319 -1.669
C 3.379 -0.519 -1.999
O 3.352 0.603 -1.106
C 4.333 0.398 -0.079
H 5.798 -1.205 0.189
H 4.110 -1.694 0.388
H 5.485 -0.916 -2.213
H 4.534 -2.376 -1.916
H 2.472 -1.112 -1.826
H 3.369 -0.162 -3.030
H 5.165 1.087 -0.266
H 3.897 0.635 0.892
C 0.277 -2.489 -6.093
C -0.916 -3.431 -6.053
C -1.364 -3.306 -4.606
O -1.032 -1.978 -4.186
C -0.175 -1.375 -5.162
H 0.524 -2.133 -7.093
H 1.158 -2.987 -5.681
H -1.701 -3.066 -6.721
H -0.678 -4.456 -6.338
H -0.826 -4.010 -3.961
H -2.436 -3.470 -4.481
H -0.756 -0.619 -5.701
H 0.659 -0.880 -4.661
C -6.026 1.898 -3.774
C -7.053 0.948 -3.175
C -6.248 -0.334 -3.035
O -4.889 0.058 -2.809
C -4.750 1.460 -3.073
H -6.257 2.951 -3.616
H -5.942 1.724 -4.850
H -7.361 1.307 -2.190
H -7.947 0.824 -3.786
H -6.281 -0.927 -3.955
H -6.590 -0.957 -2.208
H -4.626 1.974 -2.114
H -3.857 1.631 -3.675
C 5.954 4.056 2.140
C 4.870 4.761 2.942
C 4.646 6.019 2.143
O 4.919 5.692 0.776
C 5.561 4.416 0.716
H 6.003 2.980 2.306
H 6.930 4.483 2.387
H 3.952 4.166 2.939
H 5.149 4.952 3.978
H 5.333 6.821 2.435
H 3.622 6.384 2.240
H 4.837 3.697 0.315
H 6.415 4.463 0.039
C 1.154 -3.959 4.669
C 2.111 -5.109 4.946
C 1.834 -6.037 3.773
O 1.446 -5.205 2.674
C 1.198 -3.876 3.153
H 1.435 -3.025 5.154
H 0.146 -4.226 5.001
H 3.143 -4.751 4.903
H 1.957 -5.588 5.912
H 1.003 -6.718 3.992
H 2.704 -6.632 3.491
H 2.022 -3.236 2.815
H 0.274 -3.504 2.727

Atomic forces in eV per Å
O -1.3 -0.2 -0.7
C 0.5 -0.2 -0.1
O 0.8 -0.3 0.7
C 0.9 0.2 -0.9
S -1.3 -1.8 2.6
O 0.8 0.0 -1.8
O 1.0 1.7 -0.2
C -1.2 0.0 -0.4
F 0.6 0.0 -0.1
F 0.7 0.2 0.1
F 0.0 -0.1 0.2
C 0.1 0.7 -0.5
C -0.8 -0.5 -0.9
C 0.8 0.0 0.4
C -1.4 0.2 -0.4
N 0.9 -0.9 0.4
C 0.0 1.0 0.5
C 0.6 -1.3 0.5
C 0.2 0.2 0.3
C -0.4 0.0 -0.4
C 0.3 -0.1 0.8
C -0.3 0.2 -0.5
C -0.6 0.8 -1.4
O 0.0 -0.1 0.1
O -0.2 1.1 1.1
H -1.2 -0.3 -0.4
H 0.8 -0.2 0.3
H -0.1 -0.3 0.2
H -0.4 0.0 0.3
H -0.3 0.4 0.0
H 0.1 -0.4 -0.3
H 0.5 -0.2 0.3
H 0.1 0.5 0.3
H -0.2 0.1 -0.2
H -0.2 -0.3 0.3
H -0.1 0.2 -0.2
H 0.1 0.0 0.3
H 0.2 -0.1 0.3
H 0.0 -0.3 -0.1
H -0.1 0.2 -0.3
H 0.1 0.2 0.0
C -0.1 -0.1 0.2
C 0.2 0.0 -0.2
C -0.2 0.1 0.0
O 0.2 -0.4 0.0
C 0.1 0.3 0.0
H 0.0 0.0 0.0
H 0.0 0.0 0.0
H 0.0 0.0 0.0
H 0.0 0.0 0.0
H 0.0 -0.1 -0.1
H -0.1 0.1 0.0
H 0.0 0.0 0.1
H -0.1 0.1 -0.1
C 0.2 -0.1 0.1
C -0.2 0.0 -0.1
C 0.1 -0.1 0.2
O 0.1 -0.1 -0.2
C -0.2 0.2 0.0
H 0.0 0.0 0.0
H 0.0 0.0 0.0
H 0.0 0.0 0.0
H 0.0 0.0 0.0
H 0.0 -0.1 0.0
H 0.0 0.1 0.1
H 0.1 0.0 0.0
H -0.1 0.0 0.1
C 0.0 0.0 -0.2
C -0.1 0.1 0.2
C 0.1 -0.1 -0.1
O -0.4 0.2 -0.1
C 0.1 0.1 0.2
H 0.0 0.0 0.0
H 0.0 0.0 0.0
H 0.0 0.0 0.0
H 0.0 0.0 0.0
H -0.1 0.0 0.0
H 0.1 0.0 0.0
H 0.0 0.1 0.0
H 0.1 -0.1 0.1
C 0.2 0.1 0.0
C -0.1 -0.4 0.3
C 0.1 0.4 -0.2
O 0.0 0.0 0.2
C -0.3 -0.2 -0.2
H 0.0 0.0 0.0
H 0.0 0.0 0.0
H 0.1 0.0 0.0
H 0.0 0.0 0.0
H -0.1 0.0 0.1
H 0.0 0.1 -0.2
H 0.1 -0.1 0.0
H 0.0 0.1 0.0
C -0.2 0.0 0.1
C 0.2 0.0 0.0
C -0.2 -0.1 -0.1
O 0.1 0.0 0.2
C 0.3 -0.1 -0.2
H 0.0 0.0 0.0
H 0.0 0.0 0.0
H 0.0 0.0 0.0
H 0.0 0.0 0.0
H 0.1 0.0 0.1
H 0.0 0.0 -0.1
H -0.1 0.1 0.1
H 0.0 -0.2 -0.1

Here are the Löwdin charges for atoms 1 to 2, given in e: 0.194 -0.479

---

The following is a DFT calculation (the ωB97M-V functional and the def2-TZVPD basis) of one molecule with the formula C7H12O at a distorted geometry.

Computed properties:
Electronic energy (eV): -9495.8302
Energy above the lowest of the compared OMol25 structures with the same formula, charge and spin (kcal/mol): 115.0
Orbital gap (eV): 4.77
Maximum force (Eh/bohr): 0.03989

Geometry (Å):
O -3.199 -1.216 -0.913
C -2.612 -0.706 0.297
C -1.890 0.582 0.104
C -0.688 0.564 -0.658
C 0.587 0.990 0.287
C 1.816 0.869 -0.401
C 2.745 -0.176 -0.134
C 2.741 -1.118 0.841
H -1.909 -1.494 0.648
H -3.411 -0.661 1.057
H -2.225 1.420 0.700
H -0.671 1.231 -1.500
H -0.565 -0.474 -0.982
H 0.388 2.020 0.598
H 0.610 0.291 1.116
H 2.106 1.576 -1.167
H -3.040 -0.558 -1.605
H 3.634 -0.146 -0.753
H 3.591 -1.781 0.861
H 1.990 -1.214 1.605

Atomic forces in eV per Å
O 0.1 0.2 -0.2
C 0.0 -0.6 0.6
C -0.2 -0.6 0.3
C -1.8 -0.7 -0.6
C 1.7 0.7 0.9
C 0.0 -0.3 0.3
C 0.3 -0.1 0.2
C 0.3 0.4 -0.6
H -0.2 0.3 -0.1
H 0.3 0.2 -0.3
H 0.1 0.3 -0.2
H 0.4 0.5 -0.2
H 0.4 0.2 -0.3
H -0.4 -0.3 -0.1
H -0.5 0.2 0.3
H -0.2 0.0 -0.2
H -0.1 -0.1 0.2
H 0.0 -0.2 -0.2
H -0.1 -0.2 0.3
H -0.2 -0.1 0.0

Here are the Löwdin charges for atoms 1 to 2, given in e: -0.088 -0.288

---

The following is a DFT calculation (the ωB97M-V functional and the def2-TZVPD basis) of a 3-piece molecular cluster, C2H11NO2S2 overall at a distorted geometry.

Computed properties:
Electronic energy (eV): -29507.1928
Energy above the lowest of the compared OMol25 structures with the same formula, charge and spin (kcal/mol): 22.2
Orbital gap (eV): 9.65
Maximum force (Eh/bohr): 0.04527

Geometry (Å):
N -1.359 -1.535 -0.171
C -1.209 -0.179 0.400
C -0.493 -0.497 1.753
S -0.208 0.856 2.894
S 0.582 2.292 1.806
H -1.961 -1.343 -0.968
H -1.810 -2.166 0.477
H -0.745 0.430 -0.410
H -2.057 0.492 0.468
H -1.151 -1.257 2.197
H 0.517 -0.858 1.535
H -0.553 2.664 1.273
O 2.876 1.404 -2.333
H 2.449 1.403 -1.467
H 2.581 0.575 -2.718
O 0.995 -0.656 -1.961
H 1.142 -1.452 -1.410
H 0.405 -0.174 -1.363

Atomic forces in eV per Å
N -0.6 1.5 -0.7
C 1.0 -0.5 0.1
C 0.4 1.0 -1.7
S -1.2 -0.9 1.8
S 1.3 0.6 -0.7
H -0.1 -1.0 -0.2
H -0.3 0.1 -0.1
H 0.9 -0.3 1.0
H -1.1 -0.6 0.9
H 0.6 0.3 0.4
H -0.4 -0.6 -0.1
H -0.7 0.7 -0.5
O 0.1 0.3 0.2
H 0.2 0.0 -0.2
H -0.2 -0.1 0.0
O 0.0 -0.7 0.9
H 0.0 0.3 -0.7
H 0.2 0.1 -0.4

Here are the Löwdin charges for atoms 1 to 2, given in e: -0.015 -0.354

---

Lowest unoccupied orbital energy for every record listed, in sequence, given in hartree: 0.118 0.016 -0.058 0.016.